Record 1
Density functional theory data (wB97M-V/def2-TZVPD) for a structure of composition C32H56MnN3OP2 at a distorted geometry.

The geometry in XYZ format:
```
95
Properties=species:S:1:pos:R:3:lowdin_spin:R:1
C -1.86 -3.30 0.02 0.000
H -4.64 -0.58 -3.22 0.000
H -1.76 -0.28 6.78 0.000
H 3.37 2.11 0.19 0.000
H -0.22 -3.86 4.11 0.000
H 1.90 -2.59 4.34 0.000
H -0.68 1.00 -3.88 0.002
C -4.07 0.32 -3.50 0.000
P 0.63 -2.32 0.80 -0.046
H -1.02 -2.61 3.12 0.000
H 3.08 -2.20 0.76 0.000
Mn 0.26 0.08 0.57 2.111
H 1.08 -5.18 -0.23 0.000
C -1.31 3.33 0.00 0.018
H -4.29 1.13 -2.77 0.000
N 1.65 -0.18 -0.98 0.048
H -2.03 2.20 -3.53 0.000
H -0.37 -2.16 -2.01 0.000
H 0.62 5.32 -0.97 0.000
C 1.62 4.83 -1.09 0.002
H 2.41 5.61 -0.97 0.000
P 0.47 2.45 -0.15 0.020
H 1.58 -5.19 1.83 0.000
H -0.52 -5.60 -0.84 -0.001
C 3.23 3.02 -0.41 0.019
H -2.80 3.81 -1.51 0.000
H -3.29 2.99 0.83 0.001
H -1.00 -1.15 -4.07 0.000
H 2.47 -3.33 -0.45 -0.001
H -1.12 -1.45 5.62 0.000
C 3.27 -1.48 -2.16 0.121
C 1.91 3.73 -0.05 0.036
C -1.80 -0.60 5.73 0.002
H -0.64 5.40 0.39 0.000
H 2.81 4.97 1.42 0.003
C -1.26 4.61 0.84 0.002
H -0.30 -5.38 0.90 0.000
C 2.40 0.50 -3.19 0.114
H -1.64 2.51 -1.89 0.003
H -2.09 -3.50 1.07 0.000
H -0.81 -3.83 -2.39 0.000
C -2.59 0.03 -3.31 0.001
H -1.15 4.24 -2.03 0.000
C 1.70 0.77 -1.98 0.012
C 1.67 -2.10 3.39 -0.001
C -1.73 3.51 -1.44 0.004
H 4.06 3.73 -0.23 0.001
H -0.56 1.13 5.24 0.001
C 2.01 4.21 1.40 0.009
H 4.00 -2.29 -2.08 0.005
H -2.35 -2.13 -3.46 0.000
H 0.88 2.63 -2.66 0.012
H 1.01 -1.25 3.60 0.000
H 1.69 4.44 -2.14 0.001
H -2.16 -2.27 -0.21 0.000
H -2.82 -0.92 5.53 0.000
C -1.77 1.19 -3.90 0.003
H -2.02 2.04 1.65 0.001
O 2.52 0.87 2.37 0.000
C -2.10 -1.22 -4.03 0.000
N -0.73 0.05 2.32 -0.003
H 2.94 -4.05 2.01 0.000
H 3.29 2.75 -1.48 0.008
C 2.40 -1.29 -1.09 0.020
H 0.90 -3.42 -2.11 0.001
H -2.46 -3.97 -0.60 0.000
C -0.37 -3.53 -0.31 -0.005
C 2.30 -2.34 -0.01 -0.004
H -4.34 0.68 -4.51 0.000
H -2.48 -1.29 -5.06 0.000
H -2.24 1.27 4.70 0.002
H -0.88 4.37 1.84 0.000
H -2.28 5.00 0.95 0.001
H 3.83 -0.79 -4.12 -0.002
C 1.00 -3.14 2.48 -0.005
C 1.96 -4.34 2.41 -0.003
C -0.99 0.20 3.45 0.034
C -0.37 -3.50 3.08 0.000
C -0.13 -3.21 -1.79 0.001
C 1.72 0.54 1.57 -0.034
H -2.62 1.55 0.06 0.000
C -2.40 -0.32 -1.81 0.009
H 2.61 -1.73 2.97 0.000
C -1.40 0.56 4.79 0.006
H 2.33 1.25 -3.98 0.003
H 2.28 3.37 2.08 0.000
H 2.12 -4.70 3.44 -0.001
C -2.36 2.42 0.68 0.004
C 0.01 -5.00 -0.08 -0.003
H 1.07 4.67 1.75 0.000
C 1.12 2.06 -1.76 0.467
N -1.60 -0.17 -0.92 -0.006
C 3.18 -0.62 -3.25 0.004
H -2.05 1.22 -4.97 0.000
H -0.88 -4.30 2.54 0.000
```

The calculated total energy comes out at -3325.1113 Ha. As for the net charge: +3. Its expectation value of S² is 3.847. The spin multiplicity is 4.

Record 2
Density functional theory data (wB97M-V/def2-TZVPD) for a structure of composition C4H5N2 at a distorted geometry.

The geometry in XYZ format:
```
11
Properties=species:S:1:pos:R:3:mulliken_charge:R:1
H -0.34 -2.37 -0.46 0.222
C -2.04 -1.14 -0.18 0.158
H -0.86 1.93 0.43 0.343
C 0.06 0.14 0.04 0.404
C -2.17 0.19 0.33 -0.055
N -0.83 -1.50 -0.31 -0.127
H 1.90 1.35 -0.56 0.355
H 1.94 0.54 1.05 0.337
C 1.45 0.43 -0.02 -0.891
H 1.91 -0.47 -0.45 0.309
N -1.02 0.89 0.14 -0.054
```

The calculated total energy comes out at -264.3832 Ha. As for the net charge: +1.

Record 3
Density functional theory data (wB97M-V/def2-TZVPD) for a structure of composition C19H28N4O3S2 at a distorted geometry.

The geometry in XYZ format:
```
56
Properties=species:S:1:pos:R:3:mulliken_charge:R:1
H 4.17 1.86 0.33 0.387
H -2.70 -0.75 1.97 0.599
H 0.18 4.51 0.51 0.386
C -0.53 -2.36 1.07 -1.240
H 3.94 3.26 2.17 0.509
N -1.75 -2.62 0.33 -0.441
H 2.14 0.16 -3.89 0.505
H 2.37 -2.30 -4.02 0.397
H 1.61 5.52 0.24 0.457
H 1.06 -0.32 1.62 -0.205
H 1.41 -1.59 2.80 0.565
C 0.66 0.25 3.65 -1.245
C 2.02 3.63 1.22 1.424
H 0.23 -1.94 0.39 0.405
H 2.79 3.57 -0.78 0.586
H 3.89 4.72 1.18 0.405
C -1.71 -0.31 2.01 -0.254
C -1.70 0.78 3.08 -1.846
S -1.45 -3.33 -1.14 1.413
O -0.74 -4.55 -0.92 -0.696
O -2.69 -3.39 -1.85 -0.701
H 3.11 4.70 2.76 0.497
C 0.42 0.05 -2.61 0.775
N 0.13 1.34 -2.39 -0.656
C -0.30 1.38 3.27 0.267
C 3.32 4.10 1.88 -2.065
H 1.80 2.67 3.09 0.383
H 0.32 -0.20 4.58 0.575
H -0.99 -1.98 3.15 0.292
H 3.15 1.08 -0.88 0.337
C -0.34 -2.21 -2.00 -0.140
C 0.70 -0.80 2.54 -0.665
C 2.29 2.88 -0.09 -0.576
H -2.03 0.37 4.03 0.532
S -1.13 1.44 -1.42 0.272
C 1.46 -0.50 -3.37 -0.661
H 2.73 0.97 0.82 0.111
O -0.50 2.24 1.00 -0.640
C -0.51 -0.82 -1.92 0.622
N 1.35 2.76 2.19 0.097
N -1.42 -0.13 -1.24 -0.578
H -0.16 -3.34 1.40 0.467
C 0.16 2.15 2.02 0.000
C 1.12 4.84 0.94 -1.924
H -2.27 -1.77 0.14 0.426
C -0.68 -1.41 2.27 0.889
C 0.69 -2.71 -2.75 -0.536
C 1.58 -1.86 -3.44 -0.652
H -1.50 0.15 1.05 -0.257
H 1.33 2.62 -0.53 0.098
H 1.67 0.63 3.82 0.559
H 0.81 -3.78 -2.78 0.504
H -0.34 2.11 4.09 0.457
H 0.91 5.38 1.86 0.406
C 3.14 1.63 0.06 -1.103
H -2.39 1.57 2.78 0.479
```

The calculated total energy comes out at -1981.9534 Ha. As for the net charge: 0.

Record 4
Density functional theory data (wB97M-V/def2-TZVPD) for a cluster of 2 separate species, C5H16N2O in total at a distorted geometry.

The geometry in XYZ format:
```
24
Properties=species:S:1:pos:R:3:mulliken_charge:R:1
H 0.78 2.59 -1.05 0.258
H -1.56 -2.66 -1.02 0.317
H 1.13 0.76 1.53 0.317
C -0.70 -1.07 2.55 -0.900
H -1.40 3.10 -1.13 0.403
C 2.11 0.54 -1.18 -1.679
H -1.16 0.54 1.43 0.152
H 2.64 -0.38 -0.97 0.413
C 0.73 0.60 -0.57 0.938
O -0.94 -3.30 -1.38 -0.645
H -1.10 -0.48 3.38 0.312
H 1.31 -0.87 0.85 0.499
H 0.08 -0.02 -1.15 0.040
C -1.21 2.08 -0.91 -0.895
H -1.83 1.76 -0.08 0.242
H -1.24 -2.00 2.38 0.264
H 2.03 0.56 -2.26 0.406
N 0.20 1.97 -0.51 -0.439
N -0.67 -0.34 1.27 -0.259
H -1.47 1.50 -1.80 0.268
H -0.09 -2.98 -1.08 0.315
H 2.83 1.32 -0.90 0.389
H 0.31 -1.28 2.91 0.336
C 0.69 0.01 0.86 -1.053
```

Its SMILES is CNC[C@H](C)NC.O. The calculated total energy comes out at -384.8165 Ha. As for the net charge: 0.

Record 5
Density functional theory data (wB97M-V/def2-TZVPD) for a structure of composition C25H21Br2N5O4SSn at a distorted geometry.

The geometry in XYZ format:
```
59
Properties=species:S:1:pos:R:3:mulliken_charge:R:1
H 5.97 2.13 -0.15 0.258
C 1.21 0.23 4.58 -0.473
C -6.25 -1.68 0.08 -0.481
C -4.04 -2.51 0.03 0.417
H -5.49 3.67 -2.74 0.482
H -3.36 2.45 -2.32 0.455
C -2.10 2.18 0.05 0.914
C -3.29 2.99 -0.25 0.192
H 0.51 3.05 1.01 0.330
O -1.46 1.62 -0.93 -0.874
Br 0.07 -0.03 7.15 -0.126
H -6.44 0.44 0.32 0.546
O 4.14 1.30 0.01 -0.337
Sn -0.26 0.24 0.36 1.450
C 1.21 0.22 3.18 -0.607
S 1.70 -4.29 -0.37 -0.065
N 2.24 2.57 0.13 -0.415
C -3.53 -1.22 0.22 -0.185
O -1.72 1.97 1.22 -0.705
H 4.85 3.11 0.81 0.378
C -1.16 -0.42 3.22 -0.419
H 2.11 0.45 2.63 0.435
H 4.71 3.05 -0.98 0.367
C 2.84 1.37 0.09 0.492
H -5.79 -3.77 -0.17 0.443
C 1.69 -2.61 -0.14 -0.349
H 0.45 3.02 -0.65 0.317
H 2.59 -2.01 -0.13 0.425
C -1.84 -2.58 0.05 0.347
C -0.48 -3.05 -0.06 -0.329
C 0.02 -0.10 2.59 1.012
H -0.56 -5.23 -0.35 0.405
H 2.74 3.43 -0.02 0.242
C 4.95 2.49 -0.08 -0.842
H -2.02 -0.65 5.17 0.472
C -0.01 -4.31 -0.26 -0.251
C -5.75 -0.38 0.26 -0.890
H -4.02 0.86 0.47 0.501
N -2.94 -3.34 -0.07 -0.068
C -1.12 -0.41 4.61 -0.631
C -5.66 4.32 -0.70 0.128
N 0.84 2.57 0.18 -0.181
Br -7.30 5.19 -1.01 -0.103
H 2.12 0.49 5.11 0.464
H -2.08 -0.65 2.70 0.339
C -3.91 3.69 0.79 -0.126
H -7.32 -1.83 0.02 0.419
C -5.41 -2.77 -0.04 -1.288
H -2.97 -4.33 -0.23 0.261
N 0.50 -2.10 0.00 0.275
N -2.13 -1.31 0.24 0.350
C 0.05 -0.08 5.27 -0.244
O 2.18 0.32 0.17 -0.221
H -3.45 3.69 1.78 0.449
C -4.39 -0.13 0.33 -0.107
C -5.10 4.35 0.57 -0.655
C -3.85 3.00 -1.53 -0.298
C -5.04 3.66 -1.76 -0.756
H -5.60 4.88 1.37 0.466
```

The calculated total energy comes out at -7300.0590 Ha. As for the net charge: +2.

Record 6
Density functional theory data (wB97M-V/def2-TZVPD) for a structure of composition C42H33BBrN10O9Ru at a distorted geometry.

The geometry in XYZ format:
```
97
Properties=species:S:1:pos:R:3:lowdin_spin:R:1
C 0.41 3.85 0.55 0.000
H 0.91 -2.10 -2.77 0.000
C -2.37 2.11 -0.61 0.006
C -3.61 2.69 -0.10 0.003
H 4.68 0.39 -3.04 0.000
C -4.60 3.16 -0.91 0.000
C 0.25 -1.55 -4.73 0.000
O -5.33 3.59 -4.36 0.000
C -2.61 -4.76 -0.27 0.001
H 2.77 1.36 -4.45 0.000
N -3.85 2.77 1.33 0.000
O -1.46 1.70 0.13 0.045
O -0.86 2.16 -3.80 0.000
N 1.41 1.58 0.95 -0.010
C -2.55 0.23 3.86 0.000
C 2.71 2.04 2.68 0.000
H -1.17 -4.34 2.77 0.000
C -3.92 -0.35 1.99 0.001
O -6.45 4.18 -2.61 0.000
C -4.45 3.14 -2.29 0.001
C -0.80 5.86 -0.94 0.000
C -2.76 -0.56 1.27 0.001
H -3.46 -5.25 -0.73 0.000
C -1.33 -4.25 1.70 0.001
N 2.32 -1.37 1.74 -0.002
H -1.29 6.63 -1.53 0.000
H -4.70 0.28 3.89 0.000
H 4.21 -0.18 1.91 0.000
C -3.29 2.64 -2.85 0.000
H -4.87 -0.52 1.51 0.000
Ru 0.11 -0.01 -0.05 0.916
N 2.39 1.13 1.76 0.000
H 3.82 -1.52 4.15 0.000
H -3.09 -5.47 1.70 0.000
C -2.30 2.12 -2.05 0.000
O -2.90 2.82 2.09 0.001
C 1.90 -0.33 -3.47 0.000
N 1.17 -1.63 1.10 -0.015
C -1.46 -0.01 3.05 0.001
C 1.14 2.85 1.34 -0.001
Br 0.25 0.11 3.83 0.001
H -0.47 -2.35 -4.80 0.000
H 1.44 1.07 -6.52 0.000
H 1.38 3.28 -1.27 0.000
N -1.54 -0.38 1.78 0.016
C 5.71 0.49 -0.25 0.000
H 1.94 4.08 3.00 0.000
H 1.48 -4.20 3.09 0.000
H 3.80 -3.29 4.07 0.000
C 1.92 3.14 2.46 0.000
C -0.46 -3.47 0.94 0.001
H -1.73 6.44 0.90 0.000
H 0.05 -2.82 -1.03 0.000
C -2.40 -4.88 1.10 0.000
H -0.63 4.68 2.23 0.000
C 1.00 -1.39 -3.58 0.000
C 4.38 0.21 -0.86 0.001
N -5.49 3.67 -3.15 0.000
H 0.31 5.08 -2.60 0.000
C 2.59 -2.36 2.61 0.007
C 2.68 -0.13 -2.25 0.002
O -0.33 0.91 -2.16 0.036
C 0.69 3.98 -0.81 0.000
H -1.87 -3.93 -2.11 0.000
C 0.09 4.98 -1.55 0.000
C 0.41 -0.67 -5.79 0.000
B 3.15 -0.15 1.37 0.000
H 6.08 -0.38 0.30 0.000
C -0.43 4.77 1.17 0.000
H -0.19 -0.77 -6.69 0.000
H 5.66 1.33 0.45 0.000
C 2.07 0.54 -4.54 0.000
N -1.10 1.71 -2.70 0.003
C 3.78 1.84 3.70 0.000
H 3.62 0.92 4.26 0.000
C 1.57 -3.28 2.53 0.001
C -3.81 0.07 3.31 -0.001
H 4.71 -2.36 2.88 0.000
O -1.73 -0.93 -0.83 -0.009
C 0.70 -2.80 1.54 0.004
O -5.01 2.86 1.69 0.000
H 4.76 1.79 3.23 0.000
H -5.49 3.59 -0.48 0.000
C -2.83 -1.02 -0.19 0.000
C 3.80 -2.38 3.48 0.001
C -1.05 5.75 0.42 0.000
O -3.90 -1.43 -0.60 -0.002
N 2.24 -0.30 -0.99 -0.008
H -2.41 0.54 4.88 0.000
H 6.42 0.74 -1.04 0.000
C 4.04 0.21 -2.20 0.000
N 3.29 -0.11 -0.16 -0.002
C 1.33 0.37 -5.70 0.000
C -0.66 -3.38 -0.43 0.001
H -3.16 2.67 -3.93 0.000
C -1.73 -4.02 -1.04 0.000
H 3.77 2.68 4.40 0.000
```

The calculated total energy comes out at -5538.6345 Ha. As for the net charge: 0. Its expectation value of S² is 0.763. The spin multiplicity is 2.